C27H64As3N3O5RuS2Si as an isolated structure in a non-equilibrium geometry, computed with wB97M-V/def2-TZVPD.

Each line ends with the Löwdin spin population.
Element x y z (Å)
Ru: 0.05330 0.64560 -0.01620  1.0178
N: -0.65340 0.10910 2.32700  0.0232
C: -0.49730 1.29630 3.15720  0.0006
C: 0.68550 2.14500 2.62150  0.0061
O: 0.82510 3.29520 3.01660  0.0170
O: 1.43920 1.56040 1.77970  0.0695
H: -1.53870 -0.36610 2.47500  0.0003
H: 0.09420 -0.55550 2.52900  -0.0002
H: -0.28470 1.06500 4.20880  0.0001
H: -1.40060 1.91060 3.12110  -0.0001
C: 4.24680 0.73260 0.39240  -0.0085
As: 2.58020 -0.21180 -0.09080  -0.0395
C: 2.76730 -1.58980 1.27930  -0.0045
C: 3.14500 -1.33270 -1.62470  -0.0088
C: 3.02820 -0.75200 -3.03620  -0.0003
C: 3.69480 -1.74820 -3.99700  -0.0004
C: 1.56470 -0.61500 -3.49610  -0.0044
As: 0.32090 0.74680 -2.73600  -0.0257
C: -1.04100 0.51530 -4.15080  -0.0057
C: 1.00750 2.43460 -3.49310  -0.0053
C: 3.73920 0.59630 -3.11760  -0.0003
As: 5.71730 0.56300 -2.83450  -0.0002
C: 6.27530 0.52430 -4.72860  0.0000
C: 5.94290 2.51430 -2.65850  0.0000
H: 4.41450 1.61620 -0.21930  0.0000
H: 5.08710 0.04460 0.26870  -0.0013
H: 4.17370 1.03030 1.43920  0.0001
H: 3.75660 -2.05270 1.20110  -0.0009
H: 1.99750 -2.34950 1.14260  0.0003
H: 2.66630 -1.13670 2.26700  0.0000
H: 2.53560 -2.23930 -1.55090  -0.0001
H: 4.19340 -1.60630 -1.44640  -0.0014
H: 3.16590 -2.69900 -3.99610  0.0000
H: 4.72660 -1.92980 -3.69010  -0.0001
H: 3.69590 -1.35920 -5.01420  -0.0001
H: 1.05820 -1.57480 -3.33420  0.0000
H: 1.56010 -0.42210 -4.57760  -0.0008
H: -0.65210 0.89890 -5.09690  -0.0010
H: -1.94380 1.07270 -3.89670  0.0000
H: -1.29220 -0.53400 -4.26690  0.0000
H: 1.42500 2.25150 -4.48590  -0.0009
H: 1.75610 2.90100 -2.85540  0.0000
H: 0.16740 3.12770 -3.58290  0.0000
H: 3.30180 1.25360 -2.35220  -0.0002
H: 3.55920 1.04470 -4.09920  0.0000
H: 6.16200 -0.46580 -5.16460  0.0000
H: 7.32740 0.80030 -4.79810  0.0000
H: 5.69380 1.23990 -5.30940  0.0000
H: 5.71400 2.86980 -1.65600  0.0000
H: 5.31510 3.04240 -3.37450  0.0000
H: 6.98290 2.76250 -2.86540  0.0000
C: -3.03640 2.08190 -0.20890  -0.0001
C: -3.58180 0.67020 0.00130  -0.0001
C: -4.20860 0.55370 1.38900  0.0001
C: -4.59810 0.30760 -1.07820  -0.0001
O: -2.44210 -0.19460 -0.11170  0.0077
Si: -2.35380 -1.82720 0.06090  -0.0031
S: -0.27990 -1.95830 -0.43650  -0.0408
O: -2.65770 -2.15430 1.61370  0.0001
C: -3.16790 -3.31270 2.28710  0.0000
C: -3.07520 -3.00480 3.78260  0.0000
C: -4.62050 -3.54610 1.87740  0.0000
C: -2.31540 -4.52600 1.93380  -0.0001
O: -3.33620 -2.71270 -0.85510  -0.0011
C: -3.32990 -3.34380 -2.13580  -0.0001
C: -2.62070 -4.69080 -2.00890  -0.0008
C: -2.61920 -2.46210 -3.15560  0.0003
C: -4.79650 -3.53380 -2.52630  -0.0001
H: -3.82710 2.82570 -0.16540  0.0000
H: -2.53910 2.14540 -1.18130  -0.0001
H: -2.30540 2.30360 0.57410  -0.0001
H: -5.03170 1.25710 1.48790  0.0000
H: -3.46720 0.77520 2.15290  0.0000
H: -4.58570 -0.45140 1.55180  0.0000
H: -5.43420 1.00230 -1.06080  0.0000
H: -4.97400 -0.69880 -0.91210  0.0000
H: -4.12400 0.35010 -2.05670  0.0000
H: -3.63540 -2.10340 4.01870  0.0000
H: -2.03860 -2.86030 4.07570  0.0000
H: -3.48740 -3.82820 4.35740  0.0000
H: -5.24480 -2.70900 2.18000  0.0000
H: -5.00050 -4.44790 2.34840  0.0000
H: -4.68510 -3.65780 0.79980  0.0000
H: -1.26950 -4.32490 2.14980  0.0000
H: -2.41060 -4.74810 0.87580  -0.0001
H: -2.63570 -5.38960 2.50840  0.0000
H: -1.60940 -4.53890 -1.63950  -0.0010
H: -2.57630 -5.18020 -2.97670  0.0000
H: -3.15460 -5.33780 -1.31760  0.0000
H: -1.58570 -2.31220 -2.84340  0.0002
H: -3.12250 -1.49980 -3.21580  0.0000
H: -2.63690 -2.93550 -4.13330  0.0000
H: -5.31380 -4.13190 -1.78130  0.0000
H: -4.86560 -4.03990 -3.48510  0.0000
H: -5.29410 -2.57020 -2.60290  0.0000
C: -0.77820 5.97380 0.71100  0.0002
N: 0.55910 5.48300 0.93290  0.0016
C: 1.01440 4.30590 0.52950  0.0038
N: 2.29020 3.96200 0.75180  0.0003
S: 0.05570 3.30450 -0.45670  0.0087
H: -0.76200 7.06060 0.72090  0.0000
H: -1.46320 5.61590 1.48240  0.0000
H: -1.13660 5.63060 -0.25730  0.0000
H: 1.10970 5.98800 1.61490  0.0003
H: 2.78460 4.45010 1.48820  0.0000
H: 2.46160 2.95440 0.74490  -0.0001

Cartesian forces (eV/Å) of the 2 atoms listed first:
Ru 1.636 -1.954 -0.858
N 0.720 -0.023 -0.831

Properties
- DFT total energy (eV) = -258392.0832
- net charge = +1
- <S²> = 0.783
- 2S+1 = 2
- gap between HOMO and LUMO (spin up / spin down) (Ha) = 0.252 / 0.278

One molecule with the formula H4NOPS2 in a non-equilibrium geometry, computed with wB97M-V/def2-TZVPD.

Each line ends with the Löwdin charge.
Element x y z (Å)
N: -0.93455 1.04154 0.55998  -0.1585
P: 0.27579 0.03628 0.09033  -0.1421
O: 0.01118 0.01243 -1.58723  -0.3546
S: 2.13591 0.16917 0.51177  0.2283
S: -0.60060 -1.75858 0.82939  0.4539
H: -0.61337 1.93342 0.36238  0.0166
H: -1.84382 0.74561 0.15895  0.0785
H: 0.90544 -0.16261 -2.07720  0.0984
H: 0.66402 -2.01725 1.15163  -0.2203

Cartesian forces (eV/Å) of the 2 atoms listed first:
N -0.519 -1.609 0.419
P -0.969 -2.038 -2.274

Properties
- DFT total energy (eV) = -34563.5279
- net charge = 0
- gap between HOMO and LUMO (Ha) = 0.368
- ΔE to the lowest compared entry with this formula, charge and spin (kcal per mole) = 6.05
- SMILES string = N[P@@](O)(=S)S

A 2-piece molecular cluster, C4H5N3O overall in a non-equilibrium geometry, computed with wB97M-V/def2-TZVPD.

Each line ends with the Löwdin charge.
Element x y z (Å)
C: 1.95840 0.00853 0.42215  0.0747
C: 0.74015 0.15315 0.93465  -0.1442
C: 0.16142 0.99263 1.80012  -0.1345
O: -0.17669 1.61432 2.71272  0.2135
H: 2.71045 0.78037 0.54302  0.0775
H: 2.14827 -0.86340 -0.19364  0.0631
N: -0.19804 -1.49345 -1.20629  0.0874
C: -0.56709 -0.38973 -0.66354  -0.5821
N: -1.84346 0.25035 -0.30977  0.0029
N: -0.86873 0.84850 -1.26526  0.0846
H: -0.31725 -2.31233 -0.61657  0.0401
H: -2.60152 -0.29948 0.07842  0.1147
H: -1.14590 0.71052 -2.23601  0.1022

Cartesian forces (eV/Å) of the 2 atoms listed first:
C -0.470 0.448 0.247
C -0.850 0.731 0.578

Properties
- DFT total energy (eV) = -10738.9374
- net charge = 0
- gap between HOMO and LUMO (Ha) = 0.282
- ΔE to the lowest compared entry with this formula, charge and spin (kcal per mole) = 200.10
- SMILES string = C=C=C=O.N=C1NN1

An isolated ion of composition HN2O3S and charge -1 in a non-equilibrium geometry, computed with wB97M-V/def2-TZVPD.

Each line ends with the Löwdin charge.
Element x y z (Å)
H: 0.93475 2.34763 0.56170  0.0747
N: 0.22273 1.46623 0.49461  -0.0551
N: 0.87464 0.49323 0.06805  -0.1626
S: -0.31075 -0.89768 -0.24693  0.3804
O: -0.30767 -1.81435 0.89214  -0.4033
O: -1.54029 -0.08472 -0.26791  -0.4343
O: 0.12659 -1.51033 -1.50167  -0.3997

Cartesian forces (eV/Å) of the 2 atoms listed first:
H -1.295 -2.222 -0.019
N 2.626 0.643 -0.579

Properties
- DFT total energy (eV) = -19974.0729
- net charge = -1
- gap between HOMO and LUMO (Ha) = 0.333
- ΔE to the lowest compared entry with this formula, charge and spin (kcal per mole) = 51.77
- SMILES string = [H]/N=N/S(=O)(=O)[O-]

A 2-piece molecular cluster, CHN3O3 overall in a non-equilibrium geometry, computed with wB97M-V/def2-TZVPD.

Each line ends with the Löwdin charge.
Element x y z (Å)
C: 0.15097 -1.68394 0.02603  -0.3509
N: -0.60468 -2.53165 -0.23120  0.1894
N: 0.90778 -0.76630 0.49113  0.0293
N: -1.35363 1.20835 -0.13058  -0.2352
O: -2.22873 1.14597 0.64227  0.1309
O: -0.60585 1.97467 -0.60700  0.1101
O: 1.61306 0.02245 -0.37509  0.0054
H: 2.12108 0.63043 0.18445  0.1209

Cartesian forces (eV/Å) of the 2 atoms listed first:
C -0.599 -0.647 -1.296
N -0.144 -0.261 -0.077

Properties
- DFT total energy (eV) = -11658.6241
- net charge = 0
- gap between HOMO and LUMO (spin up / spin down) (Ha) = 0.337 / 0.294
- ΔE to the lowest compared entry with this formula, charge and spin (kcal per mole) = 74.02

C35H50AlN3O6PSSi as an isolated structure, computed with wB97M-V/def2-TZVPD.

Each line ends with the Löwdin charge.
Element x y z (Å)
Al: 0.30531 0.17694 -0.04353  -0.0747
C: 2.55154 3.59384 0.67868  0.0134
C: 1.43306 2.61868 0.46766  -0.2980
N: 1.71564 1.30310 0.22886  -0.0913
O: 3.09718 0.98566 0.19765  -0.0338
C: 0.13045 2.97855 0.54036  -0.2889
C: -0.42668 4.34064 0.81610  -0.0352
N: -0.84276 1.89904 0.26388  0.0602
O: -2.96519 1.04803 0.68965  0.0309
H: 3.45668 3.24954 0.18960  0.0807
H: 2.76695 3.69961 1.74478  0.1002
H: 2.28568 4.57543 0.28871  0.0766
H: 3.17419 0.24232 -0.41650  0.0615
H: 0.23938 5.12215 0.45102  0.0734
H: -0.60725 4.54468 1.87898  0.0815
H: -1.38378 4.48038 0.30069  0.0842
C: -1.86466 1.63766 1.32683  -0.2839
C: -1.25340 0.77301 2.43878  -0.4460
C: -0.26266 1.51817 3.32154  0.0234
C: -2.32078 0.12452 3.29301  0.0175
O: -0.55537 -0.24187 1.64119  -0.1895
Si: 0.25498 -1.71932 2.02551  -0.0249
S: 0.76746 -2.02842 0.01503  0.6378
O: -0.72757 -2.76649 2.74472  -0.1282
C: -1.60792 -3.84300 2.31717  -0.6245
C: -2.34563 -4.27922 3.56688  -0.0189
C: -0.75746 -4.97289 1.76296  -0.0243
C: -2.57634 -3.30576 1.27382  -0.0257
O: 1.41794 -1.23578 3.01619  -0.1202
C: 2.30088 -1.91595 3.95047  -0.6216
C: 1.50974 -2.24221 5.20469  -0.0159
C: 3.41633 -0.93394 4.23930  -0.0180
C: 2.83137 -3.17209 3.27541  -0.0196
H: -2.22897 2.57846 1.73645  0.1684
H: -2.77931 0.12243 0.47786  0.0943
H: -1.41050 2.17948 -0.53716  0.1067
H: -0.74091 2.41429 3.72351  0.1069
H: 0.63391 1.80608 2.78054  0.0884
H: 0.03086 0.88021 4.15718  0.0943
H: -2.78153 0.89376 3.91612  0.1124
H: -1.86449 -0.61850 3.94886  0.0977
H: -3.10290 -0.35375 2.70803  0.0842
H: -1.64067 -4.63249 4.32137  0.0922
H: -3.03854 -5.08906 3.33182  0.0970
H: -2.91396 -3.44574 3.98494  0.0902
H: -0.06478 -5.33429 2.52595  0.0912
H: -0.18482 -4.64212 0.89360  0.0613
H: -1.39292 -5.80575 1.45545  0.0981
H: -3.15984 -2.47820 1.68749  0.0818
H: -3.27203 -4.09229 0.97403  0.0990
H: -2.04114 -2.96281 0.38399  0.0579
H: 1.12128 -1.32668 5.65783  0.0906
H: 2.15287 -2.73843 5.93445  0.0976
H: 0.67153 -2.90291 4.97368  0.0779
H: 3.01250 -0.02746 4.69532  0.0899
H: 3.92678 -0.65855 3.31438  0.0936
H: 4.13991 -1.37695 4.92582  0.0960
H: 2.01748 -3.87718 3.07209  0.0773
H: 3.55576 -3.67377 3.91900  0.0984
H: 3.32269 -2.91960 2.33252  0.0957
O: 3.70538 -0.16585 -3.19559  -0.0473
N: 3.11401 -1.16817 -2.43219  0.0316
C: 2.02976 -1.65890 -2.89844  -0.1794
C: 1.35591 -1.16993 -4.13011  -0.2299
C: 1.66482 -1.76288 -5.35562  -0.0212
C: 1.12816 -1.26700 -6.53192  -0.0464
C: 0.28440 -0.16267 -6.49514  -0.0492
C: -0.03429 0.42404 -5.28186  -0.0604
C: 0.48680 -0.07807 -4.08827  -0.2686
P: -0.09679 0.71847 -2.52795  1.1326
C: -1.89750 0.46890 -2.66644  -0.3565
C: -2.89236 1.37665 -3.01302  -0.0750
C: -4.22884 0.98340 -3.00365  -0.0539
C: -4.58076 -0.30929 -2.65100  -0.0583
C: -3.59190 -1.22674 -2.31358  -0.0622
C: -2.26289 -0.83790 -2.31645  -0.1176
C: 0.41065 2.45455 -2.72138  -0.3368
C: -0.40375 3.57653 -2.58900  -0.0963
C: 0.13744 4.85334 -2.69348  -0.0661
C: 1.49733 5.01935 -2.90649  -0.0598
C: 2.32327 3.90381 -2.99411  -0.0514
C: 1.78461 2.63184 -2.89799  -0.0801
H: 3.28208 -0.16067 -4.07138  0.0842
H: 1.61133 -2.47513 -2.32043  0.0592
H: 2.34073 -2.60983 -5.37768  0.1287
H: 1.37550 -1.73367 -7.47712  0.1161
H: -0.12705 0.23926 -7.41268  0.1151
H: -0.70310 1.27775 -5.26154  0.1157
H: -2.65478 2.38040 -3.33204  0.0911
H: -4.99435 1.69820 -3.27774  0.1141
H: -5.62150 -0.60719 -2.64551  0.1134
H: -3.85587 -2.24286 -2.04795  0.1120
H: -1.49787 -1.55950 -2.03967  0.0831
H: -1.45895 3.49010 -2.36503  0.0856
H: -0.51126 5.71577 -2.60078  0.1144
H: 1.91624 6.01361 -2.99111  0.1124
H: 3.39128 4.02218 -3.12789  0.1175
H: 2.44853 1.77489 -2.93299  0.0922

Cartesian forces (eV/Å) of the 2 atoms listed first:
Al 0.015 0.531 0.032
C -0.047 0.034 0.021

Properties
- DFT total energy (eV) = -88461.5925
- net charge = +1
- gap between HOMO and LUMO (Ha) = 0.273
- ΔE to the lowest compared entry with this formula, charge and spin (kcal per mole) = 12.55

A 2-piece molecular cluster, C3H9NS overall in a non-equilibrium geometry, computed with wB97M-V/def2-TZVPD.

Each line ends with the Löwdin charge.
Element x y z (Å)
C: 0.46341 0.48895 0.90309  -0.4091
C: -0.55196 -0.68608 0.59125  -0.3363
C: -0.80413 -0.57245 -0.83357  -0.5461
H: 2.28466 -0.73681 1.05103  0.2329
H: 2.18309 0.99246 -0.07561  0.1566
H: 0.07639 1.34576 0.81086  -0.0111
H: 0.41544 0.30842 2.18712  0.1669
H: -1.50356 -0.50056 1.06374  0.0964
H: 0.04837 -1.58988 0.73238  0.1062
H: -1.59590 -1.27882 -1.44038  0.0849
H: 0.16846 -0.55380 -1.61402  0.1233
H: -0.84540 1.73266 -2.23502  -0.0638
N: 1.52808 -0.00613 0.13727  -0.1038
S: -1.86696 1.05628 -1.27816  0.5030

Cartesian forces (eV/Å) of the 2 atoms listed first:
C -0.741 -9.773 6.139
C 0.443 1.851 -0.291

Properties
- DFT total energy (eV) = -15576.6846
- net charge = 0
- gap between HOMO and LUMO (Ha) = 0.338
- ΔE to the lowest compared entry with this formula, charge and spin (kcal per mole) = 130.20

One molecule with the formula C15H16N6 in a non-equilibrium geometry, computed with wB97M-V/def2-TZVPD.

Each line ends with the Löwdin charge.
Element x y z (Å)
C: -0.89597 1.90458 -3.67279  -0.0232
C: -0.81133 0.86249 -2.64516  -0.3748
N: 0.40851 0.32320 -2.18531  0.1542
C: 0.18097 -0.54370 -1.18064  -0.2273
C: 1.35576 -1.11973 -0.47779  -0.0820
N: 1.81914 -0.20570 0.56779  -0.0705
C: 1.08841 0.16232 1.78783  -0.1178
C: 1.07425 1.67524 1.62033  -0.1863
C: 2.41300 2.11247 1.07642  -0.0591
C: 2.77889 0.76900 0.24925  -0.1457
N: 3.80709 0.49542 -0.66978  0.0877
C: 4.69307 1.48652 -0.93982  -0.3834
N: 5.48275 2.35196 -1.01631  0.0947
N: -1.18930 -0.68868 -1.05559  -0.0102
C: -1.91522 -1.33044 -0.08752  -0.2351
C: -2.89230 -0.59346 0.62674  -0.0368
C: -3.45968 -1.12818 1.76307  -0.0955
C: -3.19577 -2.45945 2.24016  -0.0448
C: -2.24829 -3.26716 1.47513  -0.0195
C: -1.52652 -2.58948 0.39908  -0.0138
N: -1.72900 0.19358 -2.01019  0.1386
H: 0.02498 1.93924 -4.27132  0.0957
H: -1.38941 2.80785 -3.31020  0.0854
H: -1.71956 1.56760 -4.28061  0.0721
H: 1.24280 -2.13810 -0.05595  0.1264
H: 2.10993 -1.30970 -1.18188  0.1007
H: 0.01598 -0.15547 1.66756  0.1247
H: 1.56355 -0.31434 2.70193  0.1451
H: 0.69773 2.06414 2.52734  0.1012
H: 0.40103 1.99893 0.86944  0.1043
H: 3.19229 2.32146 1.85491  0.1330
H: 2.44172 2.94617 0.45447  0.0874
H: -3.07320 0.46797 0.30371  0.1269
H: -4.15007 -0.43815 2.25017  0.1024
H: -3.77188 -2.69206 3.09715  0.0767
H: -2.01952 -4.30551 1.60385  0.0851
H: -0.80483 -3.17080 -0.09545  0.0835

Cartesian forces (eV/Å) of the 2 atoms listed first:
C -1.328 -0.634 -0.437
C 2.982 -3.895 3.559

Properties
- DFT total energy (eV) = -24752.1735
- net charge = 0
- gap between HOMO and LUMO (Ha) = 0.330
- ΔE to the lowest compared entry with this formula, charge and spin (kcal per mole) = 93.74
- SMILES string = Cc1nc(CN2CCC/C2=N\C#N)n(-c2ccccc2)n1